Entry from OMol25: a cluster of 5 separate species, C39H52BBrFN2O13PS2 in total at a distorted geometry (the ωB97M-V functional and the def2-TZVPD basis).

The geometry in XYZ format:
```
112
Properties=species:S:1:pos:R:3:forces:R:3:lowdin_charge:R:1
C 1.9397 0.2382 4.6316 -0.30 0.55 -1.36 -0.04
C 1.6039 0.9706 3.3728 -0.57 -0.98 -0.07 -0.13
C 0.4446 0.4470 2.2965 -3.23 0.67 -0.59 -0.08
C -0.9942 1.2335 2.2774 1.02 -3.60 -3.16 0.00
C -2.1182 0.7219 1.1623 2.20 -1.90 -0.26 -0.36
C -1.8596 -0.5185 0.0936 3.61 0.75 3.51 -0.24
C -0.3901 -1.3131 0.1737 -0.84 3.45 2.29 -0.16
P -0.0836 -2.7794 -1.0397 1.39 -3.76 3.63 0.77
O 0.5796 -4.0554 -0.3154 -1.65 4.21 -2.29 -0.55
C 0.7693 -0.8356 1.2769 -2.58 1.44 0.41 -0.04
C 2.2597 -1.5362 1.4075 -0.03 0.17 -0.21 -0.11
C 3.3480 -0.7199 0.4366 1.05 0.41 1.48 -0.29
O 2.6963 0.4314 -0.2586 1.80 0.07 1.50 -0.13
C 4.1671 -1.7158 -0.5876 0.61 0.83 -0.62 -0.19
N 3.8609 -1.3616 -2.0556 -0.75 -0.47 1.37 -0.04
N -2.8344 -0.9868 -0.9628 -0.30 1.55 2.35 -0.47
S -2.8163 0.2987 -2.1945 0.68 0.00 -0.97 0.75
C -4.2542 -1.0970 -0.4539 -4.48 -0.60 1.42 -0.17
C -5.2131 -2.3963 -0.8899 -1.85 2.27 2.03 0.00
C -4.7042 -3.6400 -1.8287 1.13 0.12 0.48 -0.17
C -3.8820 -3.2044 -3.1782 -0.53 -0.49 -0.94 -0.25
C -4.7531 -2.3060 -4.2525 1.02 0.29 -0.67 -0.25
C -3.9381 -2.4452 -5.7067 0.25 -0.15 0.20 -0.16
C -6.7803 -2.4598 -0.3088 1.20 2.28 1.03 -0.09
C -7.8341 -3.6892 -0.6611 0.17 1.40 0.33 -0.10
C -8.9434 -3.2124 -1.8178 -6.92 -2.52 0.25 -0.15
O -10.2084 -3.7039 -1.7290 9.27 3.89 -1.12 -0.03
F -8.6230 -2.2418 -2.9132 -0.60 -3.03 3.52 -0.04
C -7.4019 -1.2699 0.6888 4.80 0.52 -1.53 -0.42
Br -9.2841 -1.3124 1.4324 2.39 -0.08 -1.09 0.69
C -6.4647 0.0020 1.1271 1.07 -3.20 -2.91 -0.05
B -7.1259 1.1366 2.1480 -0.88 1.51 1.45 -0.51
O -7.4221 0.6525 3.5404 1.87 2.03 -1.91 0.00
O -7.4689 2.5237 1.7773 0.78 -3.52 2.07 0.03
C -4.9393 0.0615 0.5303 -1.23 -2.77 -0.91 -0.30
S -3.8383 1.5435 1.0239 0.72 -2.79 -0.32 0.82
H 1.3483 0.4548 5.6294 0.18 -2.05 -2.47 0.07
H 2.8164 -0.5625 4.5470 -0.71 3.04 1.12 0.07
H 2.2078 1.9437 3.1151 -0.16 -2.93 -0.64 0.09
H -1.1754 2.1385 3.0238 0.23 -2.23 -1.91 0.11
H -1.4143 -3.2353 -1.4473 1.09 1.09 -0.12 0.00
H 0.7259 -2.3597 -2.1909 -1.01 0.03 0.83 0.01
H 2.2639 -2.6887 1.1388 -0.47 2.48 0.31 0.10
H 2.6855 -1.4752 2.5180 -1.35 0.08 -2.43 0.10
H 4.1621 -0.2636 1.1746 -1.76 -0.93 -1.49 0.15
H 3.1095 1.2901 0.1006 -0.87 -2.17 -0.66 0.12
H 5.3437 -1.5779 -0.4742 -2.62 -0.18 -0.01 0.11
H 3.9365 -2.8360 -0.3403 0.18 2.13 -0.70 0.12
H 2.8037 -1.3682 -2.1600 1.95 0.45 0.04 0.04
H 4.2525 -0.4174 -2.2965 -0.86 -1.30 0.66 0.05
H -1.5970 0.0688 -2.8891 -1.31 -0.27 1.08 -0.09
H -5.5509 -4.3829 -2.1690 1.41 1.87 0.86 0.11
H -3.9684 -4.2885 -1.1494 -1.53 1.39 -1.38 0.13
H -3.6226 -4.2205 -3.7491 -0.55 2.07 1.31 0.12
H -2.8538 -2.6773 -2.9889 -2.15 -0.90 -0.09 0.06
H -4.7070 -1.1468 -3.9887 -0.30 -2.62 -0.27 0.08
H -5.8888 -2.6569 -4.3480 2.57 0.71 0.24 0.12
H -4.3247 -1.6563 -6.5047 0.73 -1.87 1.66 0.08
H -2.7736 -2.2385 -5.5445 -2.55 -0.31 -0.20 0.08
H -3.9896 -3.5631 -6.1197 -0.12 2.52 0.78 0.08
H -8.4978 -3.9112 0.3057 1.35 0.69 -2.34 0.11
H -7.3119 -4.7035 -0.9256 -1.02 2.20 0.09 0.12
H -6.9865 1.2615 4.2150 -1.11 -1.02 -1.33 0.12
H -7.9893 2.9166 2.5633 0.65 -0.70 -1.62 0.07
O 5.0251 2.8395 2.0592 -0.48 0.25 1.84 0.09
C 4.9906 3.2613 3.2033 -0.10 -0.55 -2.01 -0.46
C 5.8996 4.3090 3.7710 0.45 0.03 0.31 -0.09
C 5.6819 4.1470 5.2541 0.59 0.31 0.65 -0.17
C 4.2648 3.6414 5.3264 -0.35 0.10 0.77 -0.16
O 4.0797 2.8684 4.1415 0.44 -0.09 -0.84 -0.01
H 5.5766 5.2921 3.4173 0.09 -0.10 -0.13 0.14
H 6.9396 4.1202 3.4952 -0.28 0.16 -0.29 0.13
H 5.8401 5.0672 5.8227 -0.08 -0.16 -0.02 0.12
H 6.3678 3.3856 5.6449 -0.13 0.13 -0.02 0.13
H 3.5326 4.4557 5.3302 0.04 -0.07 -0.02 0.13
H 4.1003 3.0127 6.2063 -0.15 -0.02 -0.31 0.13
O -9.5377 3.2892 3.1883 -1.79 0.98 0.44 0.10
C -10.4445 4.0204 2.8260 0.90 -1.08 0.32 -0.41
C -10.3913 4.9568 1.6570 0.10 0.49 -0.08 -0.08
C -11.5764 5.8527 1.9150 -0.12 0.84 -0.36 -0.17
C -12.5166 4.9477 2.6673 -0.79 0.29 -0.08 -0.17
O -11.6766 4.0672 3.4123 1.23 -0.42 0.00 0.04
H -10.5085 4.3828 0.7337 0.20 -0.04 0.09 0.14
H -9.4563 5.5216 1.6464 0.01 -0.42 -0.14 0.14
H -12.0160 6.2696 1.0051 0.00 -0.07 0.17 0.12
H -11.2722 6.6881 2.5574 -0.10 -0.11 -0.11 0.12
H -13.1428 4.3493 1.9972 0.06 0.02 0.08 0.13
H -13.1623 5.5072 3.3504 0.13 -0.32 0.03 0.13
O 7.7983 -0.7135 -0.2343 -0.55 1.05 -1.50 0.09
C 7.7665 0.0980 -1.1446 0.11 -1.42 1.36 -0.47
C 8.8159 1.1305 -1.4253 0.07 0.51 0.08 -0.08
C 8.0963 2.0662 -2.3635 0.26 0.89 -0.18 -0.16
C 7.1172 1.1529 -3.0536 -0.23 0.30 -0.77 -0.16
O 6.7778 0.1627 -2.0840 0.31 -0.37 0.86 0.01
H 9.6711 0.6490 -1.9075 -0.01 -0.04 0.14 0.13
H 9.1234 1.6395 -0.5089 0.13 -0.40 -0.07 0.13
H 8.7614 2.5873 -3.0572 -0.16 -0.09 0.04 0.12
H 7.5531 2.8220 -1.7832 0.07 -0.11 -0.12 0.12
H 7.5565 0.6537 -3.9236 -0.05 0.01 0.09 0.13
H 6.2149 1.6852 -3.3684 0.03 -0.30 0.09 0.13
O 12.0132 -2.7231 -4.9216 -1.46 0.16 1.48 0.10
C 11.3225 -2.8716 -3.9271 1.47 0.42 -1.74 -0.46
C 11.4722 -3.9729 -2.9216 -0.25 -0.47 0.14 -0.09
C 10.1660 -3.8971 -2.1723 -0.34 -0.69 0.54 -0.16
C 9.8025 -2.4400 -2.2894 -0.59 0.21 0.56 -0.18
O 10.3217 -2.0224 -3.5511 0.56 -0.18 -0.66 0.02
H 12.3258 -3.7525 -2.2747 0.04 -0.06 -0.17 0.14
H 11.5975 -4.9407 -3.4126 0.33 0.29 0.01 0.13
H 10.2347 -4.2418 -1.1372 -0.09 0.12 -0.13 0.12
H 9.4133 -4.5095 -2.6837 0.09 0.12 0.13 0.13
H 10.2632 -1.8322 -1.5036 -0.05 -0.04 -0.03 0.13
H 8.7196 -2.2866 -2.2672 0.24 0.14 -0.11 0.13
```
Positions in Å, forces in eV/Å.

Results
molar mass: 961.67 g mol⁻¹
structure (SMILES): C=Cc1cc2c(c([PH2]=O)c1C[C@H](O)CN)N(S)c1c(CCCC)c(CC(=O)F)c(Br)c(B(O)O)c1S2.O=C1CCCO1.O=C1CCCO1.O=C1CCCO1.O=C1CCCO1
HOMO energy: -7.40 eV
total charge: 0

***

Entry from OMol25: a structure of composition C39H52BBrIN10Sc at a distorted geometry (the ωB97M-V functional and the def2-TZVPD basis).

The geometry in XYZ format:
```
105
Properties=species:S:1:pos:R:3:forces:R:3:lowdin_charge:R:1
Sc 0.1061 -0.1414 0.4090 0.32 0.26 0.19 1.17
C -2.4549 2.6781 -3.3507 -0.16 -0.04 0.13 0.01
C -1.1817 2.2455 -2.7238 0.38 -0.07 0.01 -0.23
C 0.0842 2.4988 -3.2022 -0.07 -0.25 0.39 0.04
C 0.9812 1.9063 -2.3142 -0.18 0.10 -0.21 -0.20
N 0.2824 1.3085 -1.3182 0.06 -0.21 0.34 0.02
N -1.0529 1.5313 -1.5879 -0.35 0.20 -0.20 0.03
B -2.2577 1.1197 -0.6987 0.46 -0.20 0.20 -0.52
N -2.1160 1.6279 0.7589 -0.53 0.34 -0.01 0.02
N -1.0765 1.3771 1.6322 0.27 -0.36 -0.26 0.04
C -1.3541 2.0755 2.7647 -0.28 0.19 0.07 -0.19
C -2.5686 2.7356 2.6059 0.27 -0.31 -0.30 0.05
C -3.0235 2.4365 1.3397 0.33 -0.07 0.21 -0.23
C -4.2933 2.9180 0.7457 -0.07 -0.05 -0.21 0.01
C -0.5210 2.2207 4.0235 0.26 -0.11 0.17 -0.52
C 0.7655 3.0067 3.7331 -0.12 -0.15 0.08 -0.02
C -1.3112 2.9895 5.0916 0.02 -0.11 -0.18 -0.05
C -0.1573 0.8556 4.6079 -0.01 0.20 -0.19 -0.04
N -2.5148 -0.4020 -0.7424 -0.63 0.01 -0.26 0.02
N -1.6480 -1.3878 -0.3235 0.39 0.24 0.20 0.04
C -2.2785 -2.5684 -0.5547 -0.32 -0.11 -0.17 -0.19
C -3.5308 -2.3170 -1.1047 0.34 0.17 0.14 0.05
C -3.6541 -0.9492 -1.2091 0.33 -0.21 0.11 -0.23
C -4.8350 -0.2255 -1.7382 -0.02 0.21 -0.01 0.01
C -1.7828 -3.9763 -0.2995 0.32 -0.14 0.14 -0.52
C -0.4779 -4.2362 -1.0576 -0.10 0.08 0.07 -0.02
C -2.8087 -5.0001 -0.8013 0.11 0.19 0.07 -0.05
C -1.5829 -4.2016 1.2027 0.02 0.04 -0.12 -0.02
C 2.4743 2.0408 -2.5395 0.32 -0.10 0.09 -0.50
C 2.8177 1.5577 -3.9602 -0.11 0.03 0.10 -0.02
C 3.3614 1.2649 -1.5563 -0.16 0.01 -0.01 -0.03
C 2.8208 3.5403 -2.4718 -0.05 -0.16 -0.01 -0.02
H -2.2305 3.2266 -4.2602 -0.01 0.02 -0.05 0.10
H -3.0796 1.8258 -3.6060 -0.07 -0.04 -0.05 0.08
H -3.0233 3.3263 -2.6884 -0.08 0.06 0.02 0.09
H 0.3168 3.0549 -4.0845 0.08 0.13 -0.22 0.13
H -3.2036 1.6339 -1.1550 -0.24 0.14 -0.09 0.10
H -3.0788 3.3541 3.3087 -0.09 0.18 0.23 0.12
H -4.8059 3.5465 1.4677 -0.02 0.03 0.03 0.10
H -4.1229 3.5017 -0.1551 -0.02 0.05 -0.09 0.09
H -4.9461 2.0859 0.4953 -0.10 -0.03 -0.05 0.08
H 0.5881 3.8059 3.0173 0.01 0.11 -0.05 0.09
H 1.1372 3.4556 4.6500 0.05 0.03 0.12 0.10
H 1.5318 2.3366 3.3642 0.15 0.02 -0.10 0.05
H -1.4900 4.0192 4.7933 -0.05 0.11 -0.02 0.10
H -2.2626 2.5092 5.3031 -0.13 -0.02 0.07 0.09
H -0.7314 3.0094 6.0116 0.05 0.00 0.04 0.10
H 0.4715 0.3016 3.9113 0.02 0.02 0.06 0.05
H 0.3931 0.9850 5.5369 0.10 0.00 0.07 0.10
H -1.0640 0.2963 4.8290 -0.06 -0.18 0.03 0.10
H -4.2688 -3.0313 -1.3977 -0.15 -0.16 -0.06 0.12
H -5.5825 -0.9511 -2.0470 -0.02 0.00 -0.01 0.10
H -5.2758 0.4144 -0.9774 -0.07 0.07 -0.02 0.08
H -4.5777 0.3891 -2.5978 -0.04 0.06 -0.03 0.08
H -0.6123 -4.0465 -2.1217 0.07 0.02 -0.07 0.10
H 0.3205 -3.6050 -0.6814 0.01 -0.03 -0.06 0.05
H -0.1777 -5.2754 -0.9372 0.02 -0.08 0.04 0.10
H -2.9878 -4.8842 -1.8662 -0.09 -0.01 -0.14 0.09
H -2.4168 -6.0002 -0.6406 0.06 -0.10 0.05 0.10
H -3.7491 -4.9229 -0.2637 -0.15 0.00 0.03 0.09
H -0.7818 -3.5759 1.5820 0.01 -0.04 0.02 0.04
H -2.4954 -3.9734 1.7507 -0.07 0.00 0.08 0.10
H -1.3234 -5.2417 1.3888 0.03 -0.09 0.03 0.10
H 2.7761 0.4750 -4.0272 -0.07 -0.14 -0.01 0.07
H 2.1515 1.9761 -4.7065 -0.05 0.05 -0.14 0.09
H 3.8316 1.8721 -4.1997 0.08 -0.01 -0.02 0.10
H 2.8112 0.4554 -1.0823 0.18 0.04 0.02 0.04
H 4.2071 0.8336 -2.0831 0.09 -0.10 -0.09 0.10
H 3.7785 1.9179 -0.7967 -0.04 -0.03 0.15 0.06
H 2.2931 4.1026 -3.2373 -0.03 0.08 -0.06 0.09
H 2.5718 3.9721 -1.5042 -0.04 0.05 0.13 0.08
H 3.8879 3.6665 -2.6359 0.12 0.03 0.00 0.10
Br 2.3682 -2.3240 -6.5476 0.00 0.07 0.29 0.81
C 2.1773 -2.0847 -4.6844 -0.14 -0.04 0.10 -0.68
C 0.9575 -1.6566 -4.1632 0.33 -0.08 -0.33 -0.10
C 0.8242 -1.4878 -2.8031 0.15 -0.06 0.52 -0.03
C 1.8871 -1.7700 -1.9323 -0.06 0.07 -1.47 -0.29
C 3.1079 -2.1927 -2.4702 -0.30 0.16 0.38 -0.01
C 3.2508 -2.3410 -3.8334 -0.15 -0.03 -0.37 -0.10
N 1.6230 -1.6425 -0.5668 0.25 -0.27 1.57 0.02
C 2.2343 -2.3936 0.2860 -0.14 0.28 -0.92 -0.05
C 1.7858 -2.4727 1.6637 -0.09 -0.22 0.89 -0.26
C 2.3599 -3.3785 2.5577 -0.13 0.37 -0.47 0.03
C 1.8063 -3.5404 3.8182 -0.33 0.26 0.01 0.01
C 0.6650 -2.8201 4.1341 0.19 -0.18 -0.25 0.01
C 0.1295 -1.9663 3.1782 -0.20 0.13 0.00 -0.13
N 0.6881 -1.7484 1.9889 0.34 0.03 -0.19 0.02
H 0.1310 -1.4536 -4.8258 -0.08 0.00 -0.05 0.11
H -0.1307 -1.1839 -2.3850 0.08 -0.02 -0.11 0.10
H 3.9575 -2.3788 -1.8291 0.10 0.01 0.03 0.12
H 4.1918 -2.6602 -4.2510 0.12 -0.03 -0.01 0.11
H 3.0012 -3.1031 -0.0264 -0.05 0.08 0.00 0.15
H 3.2190 -3.9600 2.2681 0.14 -0.05 -0.15 0.13
H 2.2383 -4.2420 4.5148 0.04 -0.01 0.10 0.13
H 0.1767 -2.9358 5.0860 -0.12 -0.01 0.12 0.13
H -0.8109 -1.4615 3.3560 0.09 0.07 0.07 0.12
I 5.8274 2.0388 2.8591 -0.57 -0.03 -0.23 0.92
C 3.9246 1.9230 2.0063 0.38 0.06 0.13 -0.74
C 3.1960 2.9449 1.4258 0.08 -0.42 0.22 -0.14
N 2.0512 2.4016 0.9892 -0.02 0.12 -0.08 -0.01
N 1.9806 1.0840 1.2498 -0.42 -0.23 -0.18 -0.05
C 3.1212 0.7859 1.8704 0.13 0.30 0.00 -0.18
H 3.4335 3.9856 1.3206 -0.07 0.19 -0.09 0.14
H 1.2841 2.8725 0.5251 0.08 -0.21 0.05 0.16
H 3.3512 -0.2092 2.2031 -0.09 -0.18 0.01 0.11
```
Positions in Å, forces in eV/Å.

Results
molar mass: 923.49 g mol⁻¹
HOMO energy: -13.45 eV
total charge: +2

***

no.,frontier orbital gap (eV)
1,6.2244
2,6.7214